Formula: C36H40ClF5N8O2PPbS2
Source: the Open Molecules 2025 dataset
Level of theory: wB97M-V/def2-TZVPD

total charge = +3
LUMO level = -6.73 eV
calculated total energy = -4273.62789 Ha

XYZ file:
```
96
Properties=species:S:1:pos:R:3:forces:R:3:mulliken_charge:R:1
Pb 1.2682 -3.1498 -0.1915 0.052 0.080 0.024 1.032
Cl 1.7969 5.5920 -2.5031 0.012 -0.009 -0.025 -0.113
C 1.1493 7.1933 -2.6127 0.014 -0.038 0.026 0.608
C 2.0201 8.2338 -2.8708 0.000 0.025 -0.004 -0.689
C 1.5301 9.5279 -2.9868 0.005 -0.013 0.000 -0.539
C 0.1752 9.7845 -2.8475 -0.004 -0.007 0.003 -0.899
C -0.6956 8.7433 -2.5794 0.003 -0.001 -0.014 -0.518
C -0.2223 7.4312 -2.4537 -0.018 0.013 0.009 0.001
P -1.4209 6.1561 -2.1478 0.002 -0.009 -0.005 2.100
C -1.6494 5.0530 -3.5144 -0.027 -0.013 0.000 0.456
C -2.6101 4.0392 -3.4128 -0.009 0.017 -0.009 0.093
C -2.8095 3.1787 -4.4766 0.009 0.006 0.003 -0.962
C -2.0648 3.3334 -5.6413 -0.003 -0.009 0.000 -0.549
C -1.1213 4.3446 -5.7475 0.004 -0.002 -0.007 -0.847
C -0.9074 5.2073 -4.6844 -0.010 0.006 0.016 -0.584
C -2.9635 6.8788 -1.6673 -0.002 -0.005 0.008 -0.098
C -4.0558 6.8816 -2.5376 -0.001 0.007 0.002 -0.315
C -5.2180 7.5423 -2.1707 0.007 -0.006 -0.010 -0.825
C -5.2865 8.1988 -0.9505 0.001 0.004 0.009 -0.488
C -4.1948 8.2084 -0.0876 -0.004 0.000 -0.005 -0.956
C -3.0300 7.5561 -0.4436 0.004 -0.006 0.006 -0.140
H 3.0754 8.0280 -2.9821 0.000 -0.003 0.000 0.504
H 2.2180 10.3376 -3.1897 -0.001 0.001 -0.002 0.427
H -0.2047 10.7918 -2.9430 0.001 0.000 0.001 0.451
H -1.7508 8.9491 -2.4681 -0.009 0.003 0.001 0.405
H -3.2169 3.9413 -2.5194 -0.005 0.004 -0.007 0.575
H -3.5591 2.4019 -4.4103 -0.002 0.000 0.000 0.449
H -2.2341 2.6684 -6.4777 0.000 0.002 -0.001 0.444
H -0.5571 4.4682 -6.6614 0.003 0.001 0.001 0.455
H -0.1776 6.0009 -4.7712 0.009 0.009 -0.003 0.405
H -3.9983 6.3857 -3.4970 -0.003 -0.010 -0.008 0.476
H -6.0666 7.5495 -2.8406 0.001 -0.001 -0.001 0.467
H -6.1948 8.7154 -0.6701 0.000 0.000 0.001 0.439
H -4.2534 8.7306 0.8574 0.000 0.000 0.000 0.460
H -2.1758 7.5737 0.2218 0.000 0.001 -0.003 0.477
C -3.2998 -2.1384 3.2903 0.000 0.004 -0.007 -1.277
C -1.8393 -1.9889 3.4712 0.001 0.012 0.003 0.934
N -1.2269 -1.6665 4.5620 0.013 0.009 0.003 -0.729
N 0.0977 -1.6606 4.2354 -0.008 -0.028 0.003 0.241
C 0.3298 -1.9756 2.9685 -0.030 -0.032 -0.041 0.363
S 1.8511 -2.0911 2.2069 0.014 0.015 0.016 -0.442
N -0.9069 -2.1842 2.4584 0.006 0.002 -0.005 0.725
N -1.1423 -2.5125 1.1267 0.008 0.034 -0.008 -0.879
H -3.7890 -1.9338 4.2388 0.001 0.003 0.001 0.356
H -3.5535 -3.1522 2.9772 0.005 -0.002 -0.002 0.370
H -3.6722 -1.4361 2.5433 -0.010 -0.003 0.002 0.288
H 0.7869 -1.4433 4.9396 -0.002 0.006 -0.002 0.160
H -1.6907 -1.7704 0.6977 0.012 -0.017 -0.012 0.201
H -1.6351 -3.4041 1.0944 -0.012 -0.014 0.025 0.299
C 0.4473 -8.4495 4.0665 -0.003 -0.001 0.000 -1.453
C 1.0574 -9.0771 2.8183 0.001 -0.003 -0.010 0.808
C 2.5297 -8.7095 2.6626 0.003 0.006 -0.006 -1.147
C 0.2510 -8.7493 1.5613 0.012 0.008 0.003 -1.141
N 0.1750 -7.2988 1.3024 -0.013 0.006 -0.004 0.645
C 1.0447 -6.4832 0.7163 0.031 -0.007 0.041 -0.535
N 0.5399 -5.2665 0.7561 -0.084 -0.022 0.006 0.135
N -0.6588 -5.3670 1.3739 0.022 0.001 0.020 -0.026
N -0.8766 -6.5773 1.7070 -0.009 -0.008 -0.017 -0.815
H 0.9751 -8.7921 4.9554 0.000 0.001 0.001 0.449
H -0.6047 -8.7126 4.1790 0.001 0.001 0.001 0.384
H 0.5233 -7.3584 4.0418 0.002 0.000 0.001 0.225
H 0.9860 -10.1648 2.9039 -0.003 0.000 0.004 0.344
H 2.6644 -7.6232 2.6147 -0.006 -0.010 0.002 -0.072
H 2.9707 -9.1604 1.7709 0.001 -0.001 -0.003 0.384
H 3.0985 -9.0590 3.5234 -0.002 -0.002 0.002 0.470
H -0.7823 -9.0779 1.6485 0.002 -0.006 0.009 0.351
H 0.6903 -9.2036 0.6739 -0.006 0.002 -0.003 0.473
H 1.9887 -6.7736 0.2883 -0.004 0.011 -0.014 0.701
F -2.2050 0.4959 1.2757 0.006 0.023 -0.011 -0.256
C -1.9015 1.6862 0.7324 -0.013 0.013 0.042 0.455
C -2.4351 2.8481 1.2573 -0.009 -0.086 0.014 -0.002
F -3.2484 2.7977 2.2994 0.014 0.003 -0.014 -0.289
C -2.0920 4.0628 0.6870 0.048 0.086 -0.026 0.382
F -2.5718 5.1759 1.2183 -0.002 -0.012 -0.003 -0.250
C -1.2319 4.1291 -0.4054 -0.080 -0.024 0.055 0.070
O -0.8232 5.3503 -0.8746 0.025 0.076 0.011 -0.287
C -0.7051 2.9481 -0.9185 -0.023 -0.063 0.021 0.197
F 0.1242 2.9686 -1.9501 0.065 0.004 -0.046 -0.358
C -1.0397 1.7330 -0.3452 -0.064 -0.066 0.024 0.378
F -0.5426 0.5810 -0.8148 0.053 0.088 -0.067 -0.289
C 4.0506 -5.0829 3.0965 0.011 -0.001 -0.004 -1.205
C 4.9537 -5.2132 1.8797 -0.011 0.012 0.018 -0.418
S 4.6345 -3.8838 0.7189 -0.040 0.017 -0.008 0.365
O 3.2756 -4.2634 0.0773 0.045 -0.076 -0.008 -0.479
C 5.8556 -4.2181 -0.5575 0.012 0.011 -0.001 -0.551
C 5.7999 -5.6046 -1.1727 -0.002 -0.009 0.002 -1.113
H 4.2424 -5.9091 3.7795 -0.002 -0.002 0.000 0.407
H 2.9977 -5.1093 2.8106 -0.005 -0.002 0.007 0.181
H 4.2381 -4.1521 3.6308 -0.001 0.001 -0.003 0.409
H 4.8046 -6.1516 1.3446 0.005 -0.003 -0.004 0.283
H 6.0090 -5.1235 2.1481 0.003 0.000 -0.010 0.530
H 6.8145 -3.9985 -0.0805 0.001 -0.001 -0.004 0.485
H 5.6782 -3.4339 -1.2955 0.001 -0.003 -0.001 0.392
H 6.1409 -6.3746 -0.4833 0.000 0.001 0.000 0.308
H 6.4594 -5.6292 -2.0388 0.001 0.000 0.000 0.399
H 4.7937 -5.8444 -1.5144 -0.002 0.001 -0.003 0.262
```
Positions in Å, forces in eV/Å.